Molecular formula: C31H52BrMgN3OP2
Method: DFT, ωB97M-V/def2-TZVPD

## Properties
- Calculated total energy: -4908.3188 a.u.
- Molar mass: 648.93 g/mol
- Highest occupied orbital energy: -12.6 eV
- HOMO-LUMO gap: 7.21 eV
- Charge: +2

Geometry as XYZ:
```
91
Properties=species:S:1:pos:R:3:forces:R:3
N 5.435412 -2.363376 -0.465789 0.311 -0.183 0.171
C 4.619422 -2.665759 0.551073 -0.482 -0.073 -0.839
C 3.329951 -3.161507 0.333320 0.110 0.124 -0.427
C 2.862829 -3.347025 -0.995672 1.629 0.009 -0.023
C 3.748397 -3.039811 -2.047993 0.623 0.250 0.553
C 5.040574 -2.584522 -1.725484 -0.840 -0.110 0.277
C 1.490203 -3.729387 -1.194692 -0.982 -0.474 -0.984
Mg -0.672322 0.495304 0.382728 0.437 -0.433 0.348
P -2.961138 1.494879 0.169893 -0.091 -0.084 -0.134
C 0.737062 -3.475499 -2.314916 1.153 -0.601 0.739
C -0.634056 -3.036387 -2.216522 -1.482 -0.646 0.484
C -1.293633 -2.407159 -3.296551 0.423 -0.043 0.620
C -2.549866 -1.833103 -3.120871 -0.168 -0.096 0.517
C -3.191601 -1.971529 -1.880628 -0.671 -0.355 -0.387
C -2.594938 -2.637993 -0.802434 0.439 0.107 -0.238
C -1.310352 -3.169251 -0.976824 -0.561 0.717 -0.238
Br -5.103431 -1.577517 -1.781733 0.971 -0.613 -0.425
H 1.068900 -4.254938 -0.331373 -0.397 1.044 0.078
H 1.148262 -3.553510 -3.323017 0.384 0.945 0.272
H 2.681679 -3.340469 1.193035 0.076 -0.170 -0.291
H 3.463544 -3.125208 -3.095888 0.017 -0.130 0.285
H 4.990776 -2.508660 1.570923 -0.050 -0.004 -0.442
H 5.772540 -2.378461 -2.514537 -0.285 -0.010 0.326
H -0.792781 -2.357826 -4.264413 -0.140 0.088 0.238
H -0.839252 -3.689170 -0.141179 -0.181 0.239 -0.291
H -3.028010 -1.290048 -3.934572 -0.023 -0.315 0.149
H -3.112779 -2.734189 0.157251 0.071 -0.161 -0.483
P 1.091781 1.684422 -0.947616 0.576 0.738 -0.512
C -3.853648 0.348850 1.286607 -0.048 -0.138 0.177
C -5.364505 0.229888 1.142670 -0.578 -0.340 -0.084
H -3.573674 0.657985 2.306592 0.006 -0.032 -0.208
H -3.411566 -0.651538 1.144795 -0.070 0.272 0.012
H -5.761491 -0.400743 1.949894 0.076 0.270 -0.089
H -5.896767 1.187606 1.147924 0.219 -0.280 0.149
H -5.602868 -0.302445 0.211819 0.020 0.494 0.501
C -3.747054 1.557092 -1.469888 0.140 -0.580 -0.337
C -5.051228 2.341681 -1.573821 -0.313 0.179 -0.190
H -3.901849 0.501005 -1.759854 0.129 0.714 0.065
H -3.008545 1.968726 -2.179906 -0.163 -0.116 0.280
H -5.474570 2.176273 -2.572960 0.043 0.042 0.246
H -5.809656 2.045187 -0.836136 0.322 0.034 -0.297
H -4.876742 3.420308 -1.483103 -0.071 -0.204 0.059
C -3.158336 3.175748 0.841526 0.484 0.117 0.203
C -4.436613 3.432685 1.628180 -0.234 0.319 0.225
H -3.056932 3.866413 -0.009005 0.008 -0.133 0.214
H -2.283546 3.339793 1.490423 -0.273 0.149 -0.118
H -4.368759 4.434848 2.064747 -0.115 -0.175 -0.022
H -5.344940 3.402074 1.013216 0.334 -0.028 0.135
H -4.545987 2.719400 2.453736 -0.029 0.202 -0.170
C 1.727512 3.208769 -0.129633 0.031 -0.207 0.071
C 0.697815 3.982249 0.697016 0.058 0.217 0.075
H 2.123368 3.829910 -0.949134 -0.034 -0.127 0.293
H 2.577046 2.904516 0.497179 -0.197 0.230 -0.157
H 1.153947 4.926553 1.031038 -0.291 -0.259 -0.097
H -0.206611 4.223146 0.119172 0.262 -0.013 0.136
H 0.393869 3.442722 1.608089 0.083 0.009 -0.244
C 0.146038 2.412992 -2.342996 -0.159 0.037 0.204
C -0.078646 1.438163 -3.494380 -0.177 -0.033 -0.219
H 0.720122 3.287376 -2.672355 -0.140 -0.097 -0.028
H -0.810771 2.773596 -1.934171 0.201 0.044 -0.211
H -0.500898 1.978106 -4.350234 0.104 -0.187 0.135
H 0.862309 0.974906 -3.811444 -0.266 0.115 -0.052
H -0.780168 0.632547 -3.236933 0.136 0.116 0.046
C 2.574607 1.040010 -1.832736 -0.329 -0.562 -0.039
C 3.888984 0.961464 -1.065486 0.257 -0.239 0.184
H 2.689790 1.660872 -2.732055 -0.062 -0.067 0.214
H 2.273784 0.029450 -2.160216 0.272 0.301 -0.099
H 4.692909 0.736477 -1.779301 -0.167 0.125 0.250
H 4.138998 1.898266 -0.549704 0.005 -0.267 -0.211
H 3.893102 0.137739 -0.335799 -0.009 0.313 -0.226
C -1.476057 -1.613368 3.894082 -0.217 -0.140 0.100
N -0.082641 -1.218628 4.070421 -0.282 0.421 -0.648
C 0.390519 -1.232298 5.447241 -0.215 0.165 0.456
C 1.886690 -1.119152 5.523109 0.420 -0.546 0.362
C 2.429780 -0.088446 4.571766 0.234 0.370 0.472
N 1.872627 -0.250280 3.244043 -0.837 0.011 -0.508
C 2.602658 0.326174 2.130544 0.167 0.205 -0.118
C 0.576666 -0.592608 3.074218 -0.037 -0.224 0.021
O -0.010811 -0.371146 1.951266 0.276 -0.105 0.284
H -1.621339 -2.577303 4.409115 -0.008 0.389 -0.269
H -1.709764 -1.720860 2.833422 0.087 -0.076 0.243
H -2.166498 -0.875977 4.333512 0.221 -0.166 -0.054
H -0.079319 -0.406610 6.006136 -0.055 -0.207 -0.191
H 0.064994 -2.174319 5.902703 0.006 0.229 -0.055
H 2.314690 -2.102964 5.302813 0.113 0.179 0.021
H 2.177276 -0.838620 6.543444 -0.039 -0.213 -0.231
H 3.514796 -0.200060 4.486342 -0.192 0.145 0.113
H 2.198337 0.924995 4.952810 0.216 -0.269 -0.209
H 2.127730 1.249553 1.760607 0.208 -0.217 0.215
H 3.613929 0.554499 2.497798 -0.365 -0.016 -0.329
H 2.675888 -0.383928 1.299332 -0.034 0.090 0.205
```
Positions in Å, forces in eV/Å.

=====

Molecular formula: C10H18O3P
Method: DFT, ωB97M-V/def2-TZVPD

## Properties
- Calculated total energy: -958.4193 a.u.
- Molar mass: 217.22 g/mol
- ΔE to the lowest compared entry with this formula, charge and spin: 2.000 eV
- Highest occupied orbital energy (spin up / spin down): -12.4 / -12.4 eV
- HOMO-LUMO gap (spin up / spin down): 5.99 / 5.97 eV
- Charge: +1

Geometry as XYZ:
```
32
Properties=species:S:1:pos:R:3:forces:R:3
C 3.017569 0.582322 1.609049 -0.270 -1.037 -0.701
C 2.543367 -0.505239 0.667139 2.227 -2.050 -1.948
C -1.713389 -2.915470 0.247523 -2.128 0.563 -2.737
C -0.392870 -3.510937 0.287169 3.141 3.406 -0.863
C -1.596453 3.554076 0.449523 1.267 0.089 0.386
C -1.304032 3.135741 -0.960517 0.804 -1.013 -2.059
C 2.047791 0.828724 0.522790 -1.491 0.460 1.414
C -0.858624 -2.463978 1.353899 1.192 -0.718 0.872
C -2.330681 2.481832 -0.153778 0.713 -0.139 -1.200
C -0.229542 -0.373820 -2.392056 1.735 0.476 -0.648
O 0.613635 1.052515 0.788701 0.912 0.513 -0.509
O -0.236072 -1.181342 1.198004 -0.940 0.283 0.669
O 0.341714 -0.580327 -1.094287 -0.313 0.267 0.162
P -0.439246 0.033818 0.154715 -0.028 -0.272 1.448
H 2.855176 0.398295 2.615179 -1.076 0.019 1.720
H 3.972563 0.997675 1.471210 1.062 0.477 -0.463
H 3.231332 -0.911405 -0.167187 -1.170 0.689 1.522
H 1.798080 -1.213928 0.995953 0.597 -0.051 0.426
H -1.734671 -2.128332 -0.615431 -0.537 -1.501 1.660
H -2.600768 -3.586687 0.262035 0.548 0.959 0.479
H -0.066799 -4.410965 0.639266 -0.172 -2.596 0.960
H 0.430180 -3.125303 -0.439914 -1.732 -0.422 1.283
H -0.808390 3.233402 1.151455 -0.365 0.391 -0.091
H -2.024258 4.546455 0.549516 -0.390 -0.251 0.695
H -1.578372 3.684864 -1.883876 -0.557 -0.026 0.870
H -0.360540 2.620024 -1.284258 -0.782 0.363 1.120
H 2.497777 1.406314 -0.215887 -0.229 1.259 -1.477
H -0.918656 -2.773376 2.477966 -0.151 0.722 -2.476
H -3.324633 2.070299 -0.254026 0.119 -0.261 0.181
H -0.994100 -1.185988 -2.465515 0.412 1.131 -0.929
H 0.710481 -0.475811 -3.064898 -2.122 -0.132 0.614
H -0.547559 0.716566 -2.449463 -0.277 -1.596 -0.379
```
Positions in Å, forces in eV/Å.

=====

Molecular formula: C2H14N2O3
Method: DFT, ωB97M-V/def2-TZVPD

## Properties
- Calculated total energy: -419.4429 a.u.
- 2S+1: 2
- Molar mass: 114.14 g/mol
- ΔE to the lowest compared entry with this formula, charge and spin: 1.463 eV
- Highest occupied orbital energy (spin up / spin down): -14.4 / -14.1 eV
- HOMO-LUMO gap (spin up / spin down): 10.98 / 5.47 eV
- <S²>: 0.757
- Charge: +1

Geometry as XYZ:
```
21
Properties=species:S:1:pos:R:3:forces:R:3
C -1.738153 -0.013489 1.764753 0.397 -2.980 0.199
N -0.707615 0.262362 0.769326 0.744 2.605 -0.298
C 0.588854 -0.301916 0.964652 -0.514 -1.169 0.705
N 1.569090 -0.246762 -0.100765 -1.457 -0.175 1.259
H -1.436742 0.402758 2.723313 -0.495 0.567 0.157
H -1.753090 -1.130131 1.988824 -0.225 1.223 -0.269
H -2.716550 0.257071 1.346519 0.382 0.233 0.555
H -0.534943 1.288800 0.945639 -0.152 -0.604 -1.443
H 1.021752 -0.022129 1.929294 0.209 -0.369 -0.016
H 0.316700 -1.394464 0.836954 0.505 0.121 0.971
H 1.386744 -1.023938 -0.741833 0.782 1.005 -0.841
H 2.500284 0.073596 0.190363 -0.192 -0.411 -0.751
H -2.324093 -1.727791 0.334665 -0.277 -0.285 -0.292
H -2.199600 -3.249860 0.207538 -0.338 0.125 -0.087
O -2.819887 -2.516429 0.076804 0.525 -0.040 0.115
H 0.784069 2.407298 -0.222535 0.067 0.014 0.126
H 0.257295 3.641581 0.417629 -0.023 -0.064 0.495
O 0.555100 2.748732 0.655585 0.076 0.239 -0.735
H 2.847485 -0.611272 -4.085498 -0.126 0.198 0.023
H 2.347920 0.839146 -4.087977 0.024 0.050 -0.141
O 2.304044 0.018035 -3.592902 0.088 -0.284 0.269
```
Positions in Å, forces in eV/Å.

=====

Molecular formula: CH5OS2
Method: DFT, ωB97M-V/def2-TZVPD

## Properties
- Calculated total energy: -912.7329 a.u.
- Molar mass: 97.18 g/mol
- ΔE to the lowest compared entry with this formula, charge and spin: 0.459 eV
- Highest occupied orbital energy: -3.1 eV
- HOMO-LUMO gap: 6.61 eV
- Charge: -1

Geometry as XYZ:
```
9
Properties=species:S:1:pos:R:3:forces:R:3
O -1.730306 0.022313 -0.412903 0.007 1.350 -0.290
H -1.046849 0.470423 -0.973659 -0.128 0.762 -0.068
C 0.405061 -1.070653 0.800297 -0.260 1.096 -0.254
S -1.157218 -1.422668 -0.080104 0.711 -2.192 0.829
S 0.570148 2.092672 -1.660621 -0.007 0.034 0.496
H 0.952947 -0.437423 0.103812 0.353 -0.084 -0.057
H 0.974655 -1.979089 1.007613 -0.307 -0.022 -0.035
H 0.278501 -0.437414 1.696338 -0.220 -0.583 -0.119
H 0.753062 2.761839 -0.480773 -0.149 -0.360 -0.503
```
Positions in Å, forces in eV/Å.

=====

Molecular formula: C3H10N2
Method: DFT, ωB97M-V/def2-TZVPD

## Properties
- Calculated total energy: -229.7745 a.u.
- Molar mass: 74.13 g/mol
- ΔE to the lowest compared entry with this formula, charge and spin: 0.945 eV
- Highest occupied orbital energy: -8.4 eV
- HOMO-LUMO gap: 9.65 eV
- SMILES: CNCCN
- Charge: 0

Geometry as XYZ:
```
15
Properties=species:S:1:pos:R:3:forces:R:3
N 1.656281 -1.286873 0.811046 -0.414 0.517 -0.140
C 0.988177 -0.701576 -0.366880 0.855 -0.370 0.065
C 0.422986 0.666402 -0.001174 -0.913 1.338 -1.955
N -0.985884 0.648850 0.348267 -0.559 -0.031 0.792
C -2.013117 0.693756 -0.684629 -0.026 -1.192 -0.497
H 0.974594 -1.885492 1.244312 0.478 -0.396 0.392
H 2.561314 -1.710389 0.686009 -0.249 -0.245 -0.234
H 1.688691 -0.559153 -1.227714 -0.380 -0.339 0.771
H 0.199741 -1.430198 -0.676710 0.274 0.950 -0.163
H 0.965606 1.218178 0.787689 0.019 -0.824 -0.293
H 0.481030 1.323061 -0.916416 0.397 -0.358 0.426
H -1.159062 1.388955 1.002064 -0.116 0.146 0.245
H -2.077685 -0.312272 -1.195699 -0.208 0.881 0.661
H -2.979158 0.948079 -0.204941 0.496 -0.382 -0.329
H -1.867393 1.392339 -1.523070 0.345 0.307 0.258
```
Positions in Å, forces in eV/Å.